1.
Entry from the Open Molecules 2025 dataset: a molecular structure, C30H26CrNP2Se2Te2 in a non-equilibrium geometry (wB97M-V/def2-TZVPD).

LUMO (alpha / beta) ... -1.050 / -0.673 eV
Gap between HOMO and LUMO (alpha / beta) ... 5.54 / 6.12 eV
Energy ... -225302.3328 eV
HOMO level (alpha / beta) ... -0.2421 / -0.2495 Ha
Multiplicity ... 4
Relative energy (zero: lowest compared OMol25 entry of this formula, charge and spin) ... 0.896 eV
Expectation value of S² ... 3.87

```
64
C30H26CrNP2Se2Te2 | the Open Molecules 2025 dataset | wB97M-V/def2-TZVPD
Cr -0.400 0.952 -0.187
C 0.293 -1.624 -1.938
P -0.337 0.055 -2.465
C 1.098 0.953 -3.149
C 0.883 1.941 -4.110
C 1.928 2.748 -4.526
C 3.192 2.591 -3.978
C 3.409 1.631 -3.002
C 2.365 0.821 -2.583
C -1.255 -0.472 -3.954
C -2.556 -0.939 -3.779
C -3.230 -1.541 -4.831
C -2.611 -1.676 -6.063
C -1.321 -1.197 -6.245
C -0.638 -0.602 -5.196
C -0.570 -1.987 -0.775
C -1.246 -3.127 -0.403
C -1.998 -2.795 0.756
C -1.741 -1.472 1.030
C -2.270 -0.509 2.045
P -2.316 1.088 1.120
C -3.980 1.118 0.409
C -4.114 0.796 -0.937
C -5.369 0.746 -1.525
C -6.491 1.037 -0.765
C -6.360 1.371 0.578
C -5.109 1.408 1.171
C -2.244 2.482 2.275
C -1.398 2.447 3.380
C -1.086 3.618 4.054
C -1.584 4.833 3.610
C -2.443 4.873 2.521
C -2.774 3.706 1.856
N -0.864 -0.975 0.101
H 1.344 -1.538 -1.651
H 0.211 -2.339 -2.753
H -0.109 2.080 -4.523
H 1.754 3.509 -5.276
H 4.008 3.226 -4.299
H 4.388 1.518 -2.557
H 2.551 0.087 -1.812
H -3.036 -0.853 -2.812
H -4.236 -1.914 -4.683
H -3.125 -2.167 -6.879
H -0.835 -1.297 -7.208
H 0.373 -0.248 -5.341
H -1.219 -4.083 -0.901
H -2.646 -3.455 1.311
H -1.594 -0.393 2.897
H -3.258 -0.792 2.404
H -3.220 0.597 -1.517
H -5.469 0.487 -2.571
H -7.473 1.012 -1.220
H -7.239 1.605 1.164
H -5.001 1.665 2.218
H -0.967 1.511 3.712
H -0.420 3.584 4.905
H -1.281 5.748 4.101
H -2.825 5.821 2.166
H -3.431 3.734 0.996
Se 1.365 0.662 1.265
Te 2.377 2.816 2.092
Te 1.795 4.324 -0.096
Se -0.367 3.217 -0.749
```



2.
Entry from the Open Molecules 2025 dataset: 4 unconnected molecules or ions with the total composition C30H26F24INO7P in a non-equilibrium geometry (wB97M-V/def2-TZVPD).

LUMO ... -4.633 eV
Gap between HOMO and LUMO ... 7.18 eV
Energy ... -129956.8815 eV
HOMO level ... -0.4341 Ha
Multiplicity ... 1
Total charge ... +1

```
90
C30H26F24INO7P | the Open Molecules 2025 dataset | wB97M-V/def2-TZVPD
C -3.163 7.512 -3.073
C -3.765 6.356 -2.865
O -3.139 5.201 -2.362
C -2.229 4.652 -3.180
O -2.186 4.871 -4.375
C -1.235 3.655 -2.629
C -1.016 2.486 -3.366
P -1.842 2.060 -5.014
O -1.163 3.091 -6.103
O -1.109 0.631 -5.409
C -0.140 1.577 -2.862
N 0.509 1.797 -1.721
C 0.366 2.897 -0.972
C 1.240 2.956 0.266
C 0.516 3.260 1.564
C -0.494 2.482 2.087
C -1.057 2.831 3.289
C -0.649 3.928 4.002
C 0.368 4.713 3.483
C 0.928 4.366 2.282
C -0.527 3.852 -1.432
I -0.809 5.655 -0.380
H -2.226 7.817 -2.613
H -3.614 8.189 -3.793
H -4.837 6.272 -3.028
H -0.576 3.702 -5.636
H -0.421 0.822 -6.072
H 0.061 0.660 -3.406
H 1.171 1.088 -1.415
H 1.708 1.967 0.384
H 2.062 3.657 0.080
H -0.841 1.598 1.555
H -1.856 2.235 3.724
H -1.078 4.200 4.961
H 0.772 5.582 3.995
H 1.748 4.968 1.893
C 3.763 1.232 -7.309
C 4.882 1.567 -6.301
C 6.007 0.542 -6.131
F 5.549 -0.635 -5.666
F 6.901 1.005 -5.229
F 4.322 1.859 -5.101
F 5.465 2.713 -6.744
O 2.539 0.710 -6.785
C 2.382 -0.650 -6.573
C 2.147 -0.965 -5.095
F 3.185 -0.565 -4.332
F 2.003 -2.292 -4.910
F 3.406 -1.344 -7.086
F 1.278 -1.023 -7.259
H 3.471 2.190 -7.739
H 4.127 0.643 -8.150
H 6.530 0.374 -7.076
H 1.246 -0.460 -4.738
C 2.114 -2.689 5.337
C 0.810 -2.183 5.992
C -0.457 -2.205 5.134
F -0.355 -1.403 4.050
F -1.507 -1.749 5.856
F 1.021 -0.946 6.495
F 0.571 -2.998 7.054
O 3.028 -1.709 4.840
C 2.896 -1.203 3.566
C 2.632 0.303 3.585
F 1.496 0.592 4.241
F 2.491 0.768 2.312
F 1.964 -1.876 2.864
F 4.074 -1.413 2.935
H 2.669 -3.172 6.141
H 1.927 -3.477 4.608
H -0.688 -3.219 4.803
H 3.452 0.835 4.069
C -3.964 -5.223 2.605
C -2.681 -4.979 3.428
C -1.658 -6.116 3.483
F -2.152 -7.218 4.062
F -0.590 -5.719 4.228
F -3.021 -4.588 4.674
F -2.041 -3.916 2.851
O -5.143 -5.587 3.311
C -5.405 -6.918 3.608
C -5.465 -7.166 5.117
F -4.294 -6.853 5.705
F -5.708 -8.472 5.355
F -4.529 -7.729 2.989
F -6.617 -7.196 3.087
H -4.211 -4.253 2.174
H -3.784 -5.877 1.752
H -1.299 -6.370 2.482
H -6.255 -6.565 5.574
```



3.
Entry from the Open Molecules 2025 dataset: a molecular structure, C30H26N4O9Tl (wB97M-V/def2-TZVPD).

LUMO ... 1.890 eV
Gap between HOMO and LUMO ... 7.01 eV
Energy ... -60616.9432 eV
HOMO level ... -0.1881 Ha
Multiplicity ... 1
Total charge ... -1
Relative energy (zero: lowest compared OMol25 entry of this formula, charge and spin) ... 0.000 eV

```
70
C30H26N4O9Tl | the Open Molecules 2025 dataset | wB97M-V/def2-TZVPD
Tl -0.161 -0.055 0.194
C 0.509 2.410 3.702
C -0.471 1.303 3.966
C -1.492 1.484 4.892
C -2.459 0.515 5.099
C -2.421 -0.655 4.360
C -1.408 -0.882 3.437
C -1.412 -2.130 2.600
C -0.410 0.086 3.270
N 0.596 -0.140 2.295
C 1.898 -0.009 2.583
O 2.424 0.023 3.692
C 2.798 0.098 1.366
C 4.162 0.331 1.432
C 4.847 0.498 0.232
C 4.180 0.411 -0.986
C 2.820 0.156 -0.952
N 2.194 0.021 0.197
C 1.947 0.014 -2.182
O 2.498 -0.008 -3.284
N 0.644 -0.158 -1.921
C -0.341 -0.006 -2.930
C -0.419 1.170 -3.690
C 0.521 2.320 -3.463
C -1.425 1.275 -4.644
C -2.362 0.271 -4.821
C -2.306 -0.861 -4.026
C -1.305 -1.012 -3.076
C -1.276 -2.235 -2.203
H 0.156 3.340 4.147
H 0.627 2.569 2.626
H 1.490 2.171 4.115
H -1.531 2.415 5.445
H -3.253 0.682 5.816
H -3.189 -1.409 4.493
H -2.105 -2.867 3.002
H -0.422 -2.575 2.517
H -1.754 -1.909 1.579
H 4.641 0.391 2.398
H 5.910 0.706 0.246
H 4.673 0.544 -1.937
H 0.651 2.506 -2.394
H 0.125 3.225 -3.922
H 1.505 2.111 -3.886
H -1.482 2.178 -5.240
H -3.148 0.382 -5.557
H -3.051 -1.640 -4.133
H -1.988 -2.981 -2.553
H -1.560 -1.999 -1.170
H -0.283 -2.686 -2.172
O -4.522 4.439 0.064
C -3.673 3.588 0.093
C -2.165 3.811 0.143
O -1.595 4.879 0.154
C -1.580 2.469 0.178
C -2.569 1.492 0.139
O -2.302 0.214 0.147
C -3.906 2.080 0.086
O -4.979 1.519 0.049
O -0.327 2.166 0.224
N 2.759 -2.946 -1.600
C 2.074 -4.188 -1.271
C 0.988 -3.958 -0.227
O 0.148 -4.768 0.040
O 1.064 -2.769 0.392
H 3.705 -3.101 -1.920
H 1.835 -2.303 -0.002
H 2.278 -2.428 -2.328
H 2.779 -4.883 -0.811
H 1.608 -4.702 -2.114
```



4.
Entry from the Open Molecules 2025 dataset: a molecular structure, C30H26N4OPPd (wB97M-V/def2-TZVPD).

LUMO (alpha / beta) ... -8.805 / -12.144 eV
Gap between HOMO and LUMO (alpha / beta) ... 7.87 / 5.54 eV
Energy ... -52280.5623 eV
HOMO level (alpha / beta) ... -0.6129 / -0.6498 Ha
Multiplicity ... 5
Total charge ... +3
Relative energy (zero: lowest compared OMol25 entry of this formula, charge and spin) ... 0.000 eV
Expectation value of S² ... 6.04

```
63
C30H26N4OPPd | the Open Molecules 2025 dataset | wB97M-V/def2-TZVPD
Pd 0.776 -1.225 -0.083
O 2.187 -1.425 3.846
C 2.103 -1.419 2.648
N 0.877 -1.624 1.986
C -0.228 -2.197 2.670
C -1.327 -2.582 1.706
C -2.439 -3.273 2.156
C -3.416 -3.644 1.246
C -3.258 -3.309 -0.092
C -2.128 -2.611 -0.466
N -1.177 -2.259 0.411
C 3.251 -1.206 1.709
C 4.540 -1.202 2.205
C 5.592 -1.047 1.309
C 5.308 -0.898 -0.038
C 3.983 -0.902 -0.451
N 2.971 -1.057 0.400
H -0.587 -1.479 3.428
H 0.103 -3.057 3.269
H -2.530 -3.528 3.204
H -4.288 -4.194 1.576
H -3.993 -3.588 -0.834
H -1.969 -2.319 -1.498
H 4.701 -1.330 3.267
H 6.615 -1.052 1.660
H 6.097 -0.788 -0.770
H 3.734 -0.778 -1.497
N 0.684 -1.110 -2.347
C -0.267 -0.226 -3.025
C -0.448 -0.345 -4.390
C -1.343 0.489 -5.052
C -2.060 1.450 -4.353
C -1.890 1.576 -2.985
C -0.983 0.745 -2.312
P -0.829 0.886 -0.550
C 0.782 1.434 -0.009
C 1.021 1.542 1.384
C 2.207 2.082 1.836
C 3.166 2.507 0.918
C 2.944 2.397 -0.459
C 1.766 1.861 -0.929
C -2.166 1.719 0.234
C -1.972 2.882 0.994
C -3.069 3.506 1.559
C -4.343 2.974 1.383
C -4.535 1.814 0.636
C -3.451 1.177 0.065
H 0.517 -2.064 -2.667
H 1.617 -0.887 -2.690
H 0.106 -1.091 -4.949
H -1.478 0.381 -6.120
H -2.752 2.100 -4.871
H -2.451 2.320 -2.436
H 0.250 1.248 2.088
H 2.382 2.196 2.898
H 4.088 2.951 1.275
H 3.684 2.766 -1.156
H 1.565 1.826 -1.993
H -0.985 3.311 1.115
H -2.933 4.414 2.130
H -5.195 3.469 1.830
H -5.530 1.413 0.502
H -3.595 0.275 -0.519
```



Repeat the fourth record exactly.
Entry from the Open Molecules 2025 dataset: a molecular structure, C30H26N4OPPd (wB97M-V/def2-TZVPD).

LUMO (alpha / beta) ... -8.805 / -12.144 eV
Gap between HOMO and LUMO (alpha / beta) ... 7.87 / 5.54 eV
Energy ... -52280.5623 eV
HOMO level (alpha / beta) ... -0.6129 / -0.6498 Ha
Multiplicity ... 5
Total charge ... +3
Relative energy (zero: lowest compared OMol25 entry of this formula, charge and spin) ... 0.000 eV
Expectation value of S² ... 6.04

```
63
C30H26N4OPPd | the Open Molecules 2025 dataset | wB97M-V/def2-TZVPD
Pd 0.776 -1.225 -0.083
O 2.187 -1.425 3.846
C 2.103 -1.419 2.648
N 0.877 -1.624 1.986
C -0.228 -2.197 2.670
C -1.327 -2.582 1.706
C -2.439 -3.273 2.156
C -3.416 -3.644 1.246
C -3.258 -3.309 -0.092
C -2.128 -2.611 -0.466
N -1.177 -2.259 0.411
C 3.251 -1.206 1.709
C 4.540 -1.202 2.205
C 5.592 -1.047 1.309
C 5.308 -0.898 -0.038
C 3.983 -0.902 -0.451
N 2.971 -1.057 0.400
H -0.587 -1.479 3.428
H 0.103 -3.057 3.269
H -2.530 -3.528 3.204
H -4.288 -4.194 1.576
H -3.993 -3.588 -0.834
H -1.969 -2.319 -1.498
H 4.701 -1.330 3.267
H 6.615 -1.052 1.660
H 6.097 -0.788 -0.770
H 3.734 -0.778 -1.497
N 0.684 -1.110 -2.347
C -0.267 -0.226 -3.025
C -0.448 -0.345 -4.390
C -1.343 0.489 -5.052
C -2.060 1.450 -4.353
C -1.890 1.576 -2.985
C -0.983 0.745 -2.312
P -0.829 0.886 -0.550
C 0.782 1.434 -0.009
C 1.021 1.542 1.384
C 2.207 2.082 1.836
C 3.166 2.507 0.918
C 2.944 2.397 -0.459
C 1.766 1.861 -0.929
C -2.166 1.719 0.234
C -1.972 2.882 0.994
C -3.069 3.506 1.559
C -4.343 2.974 1.383
C -4.535 1.814 0.636
C -3.451 1.177 0.065
H 0.517 -2.064 -2.667
H 1.617 -0.887 -2.690
H 0.106 -1.091 -4.949
H -1.478 0.381 -6.120
H -2.752 2.100 -4.871
H -2.451 2.320 -2.436
H 0.250 1.248 2.088
H 2.382 2.196 2.898
H 4.088 2.951 1.275
H 3.684 2.766 -1.156
H 1.565 1.826 -1.993
H -0.985 3.311 1.115
H -2.933 4.414 2.130
H -5.195 3.469 1.830
H -5.530 1.413 0.502
H -3.595 0.275 -0.519
```